(1)
Here is one molecule with the formula C4H5NO3 in a non-equilibrium geometry from the Open Molecules 2025 dataset. Energies are from wB97M-V/def2-TZVPD.

Geometry as ORCA input:
```
! wB97M-V def2-TZVPD RIJCOSX def2/J DEFGRID3
* xyz 0 1
C -1.04768 -0.43821 -1.43992
C -0.24361 -0.33231 -0.36742
N 0.20227 0.78872 0.27703
C -0.06625 2.08871 -0.15855
O 0.31845 3.07759 0.41173
O 0.13168 -1.55523 0.22189
C 0.94011 -1.70596 1.29355
O 1.52472 -0.86652 1.93491
H -1.49582 0.40497 -1.93408
H -1.29510 -1.45868 -1.76233
H 0.74890 0.69392 1.11487
H -0.70882 2.09992 -1.07633
H 0.99115 -2.79691 1.48464
*
```

structure (SMILES) = C=C(NC=O)OC=O
highest occupied orbital energy = -0.334 Eh
gap between HOMO and LUMO = 9.72 eV
energy above the lowest of the compared OMol25 structures with the same formula, charge and spin = 111.53 kJ/mol

Here are the natural (NBO) charges for atoms 1 to 8, given in e: C -0.547; C 0.473; N -0.671; C 0.553; O -0.548; O -0.496; C 0.659; O -0.575



(2)
Here is one molecule with the formula C4H5NO3 in a non-equilibrium geometry from the Open Molecules 2025 dataset. Energies are from wB97M-V/def2-TZVPD.

Geometry as ORCA input:
```
! wB97M-V def2-TZVPD RIJCOSX def2/J DEFGRID3
* xyz 0 1
C -0.71829 1.07422 1.90370
C -0.33736 0.03025 1.11195
C 0.11711 -0.12675 -0.35886
N 0.19455 0.73188 -1.26945
O -0.45070 1.91473 -0.94107
C 0.63615 -1.47511 -0.68424
O 0.66413 -2.48119 0.01133
O 0.90277 -1.70727 -1.97699
H -0.73118 2.10968 1.42738
H -0.91612 0.90991 2.98787
H -0.22882 -0.92496 1.64310
H -0.51864 2.48041 -1.77093
H 1.38641 -2.53581 -2.08376
*
```

structure (SMILES) = C=C/C(=N\O)C(=O)O
highest occupied orbital energy = -0.362 Eh
gap between HOMO and LUMO = 9.73 eV
energy above the lowest of the compared OMol25 structures with the same formula, charge and spin = 299.52 kJ/mol

Here are the natural (NBO) charges for atoms 1 to 8, given in e: C -0.342; C -0.271; C 0.046; N -0.033; O -0.556; C 0.746; O -0.583; O -0.670



(3)
Here is one molecule with the formula C4H5NO3 from the Open Molecules 2025 dataset. Energies are from wB97M-V/def2-TZVPD.

Geometry as ORCA input:
```
! wB97M-V def2-TZVPD RIJCOSX def2/J DEFGRID3
* xyz 0 1
N -2.20057 0.91282 -0.08220
C -1.87259 -0.39441 0.04515
O -2.71371 -1.26229 0.13880
C -0.41914 -0.71700 0.06671
C 0.60449 0.13171 -0.01083
C 1.99799 -0.35959 0.02834
O 2.33900 -1.50817 0.12957
O 2.87358 0.65334 -0.06516
H -1.51822 1.64245 -0.16720
H -3.17683 1.15595 -0.10218
H -0.21033 -1.77540 0.16049
H 0.51340 1.20380 -0.10339
H 3.78294 0.31677 -0.03810
*
```

structure (SMILES) = NC(=O)/C=C/C(=O)O
highest occupied orbital energy = -0.382 Eh
gap between HOMO and LUMO = 10.02 eV
energy above the lowest of the compared OMol25 structures with the same formula, charge and spin = 0.00 kJ/mol

Here are the natural (NBO) charges for atoms 1 to 8, given in e: N -0.813; C 0.616; O -0.578; C -0.184; C -0.296; C 0.750; O -0.576; O -0.680



(4)
Here is one molecule with the formula C4H5NO3S in a non-equilibrium geometry from the Open Molecules 2025 dataset. Energies are from wB97M-V/def2-TZVPD.

Geometry as ORCA input:
```
! wB97M-V def2-TZVPD RIJCOSX def2/J DEFGRID3
* xyz 0 1
O 1.25012 0.91119 2.33734
S 1.08644 0.56942 0.98451
O 2.27044 0.77909 0.14154
C -0.56587 1.10178 0.41002
C -0.90088 0.75703 -0.95571
C -0.62411 -0.42398 -1.42470
C -0.06760 -1.44262 -0.63532
N 0.45155 -1.16055 0.78592
O 1.05183 -1.93705 1.54027
H -0.76794 2.21214 0.65589
H -0.92123 0.37393 1.07392
H -1.37659 1.48001 -1.64951
H -0.86307 -0.72334 -2.37839
H -0.02308 -2.49705 -0.88579
*
```

structure (SMILES) = O=S1(=O)CC=CC=[N+]1[O-]
highest occupied orbital energy (alpha / beta) = -0.320 / -0.341 Eh
gap between HOMO and LUMO (alpha / beta) = 8.08 / 8.14 eV
energy above the lowest of the compared OMol25 structures with the same formula, charge and spin = 482.92 kJ/mol

Here are the natural (NBO) charges for atoms 1 to 8, given in e: O -0.876; S 2.179; O -0.872; C -0.670; C -0.181; C -0.254; C -0.046; N -0.129



(5)
Here is a 2-piece molecular cluster, C4H5NO4S overall in a non-equilibrium geometry from the Open Molecules 2025 dataset. Energies are from wB97M-V/def2-TZVPD.

Geometry as ORCA input:
```
! wB97M-V def2-TZVPD RIJCOSX def2/J DEFGRID3
* xyz 0 1
C 0.58395 1.48031 -0.95611
C -0.70293 2.02141 -0.85377
C 0.50839 0.26369 -0.40671
C 1.42122 -0.87995 -0.21292
N -1.36494 1.35132 0.10435
O -2.44006 1.42485 0.64974
O -0.28474 -2.14567 2.59817
O -1.10637 -2.60961 0.37097
O -0.57333 0.21430 0.40735
S -1.40687 -2.24481 1.72410
H 1.30444 1.87029 -1.61989
H -1.15406 2.92012 -1.31559
H 2.45007 -0.59973 0.13993
H 1.74936 -1.35130 -1.10379
H 1.01586 -1.71523 0.47416
*
```

highest occupied orbital energy = -0.302 Eh
gap between HOMO and LUMO = 7.30 eV
energy above the lowest of the compared OMol25 structures with the same formula, charge and spin = 202.27 kJ/mol

Here are the natural (NBO) charges for atoms 1 to 8, given in e: C -0.338; C -0.102; C 0.318; C -0.688; N 0.371; O -0.460; O -0.837; O -0.842



(6)
Here is C4H5NO8S2Zn as an isolated structure in a non-equilibrium geometry from the Open Molecules 2025 dataset. Energies are from wB97M-V/def2-TZVPD.

Geometry as ORCA input:
```
! wB97M-V def2-TZVPD RIJCOSX def2/J DEFGRID3
* xyz -2 1
Zn 0.06946 0.16070 0.25582
S 0.70948 2.70800 0.25205
O 1.59251 1.50493 -0.06997
O -0.64648 2.07717 -0.07488
O 0.85482 3.07171 1.64392
O 0.96412 3.84739 -0.63612
S -0.18736 -0.39246 2.86583
O -0.58492 -1.58221 3.63032
O 0.96609 -0.72164 1.92955
O -1.25131 -0.02963 1.81968
O 0.10105 0.73029 3.73273
N -1.39191 -1.22653 -1.59121
C -0.64064 -0.31853 -2.29601
C 0.67695 -0.53394 -1.99199
C 0.71758 -1.61795 -1.05764
C -0.58185 -1.99500 -0.80087
H -2.39683 -1.24754 -1.55421
H -1.11413 0.41471 -2.92286
H 1.52425 0.01103 -2.36574
H 1.57399 -2.07243 -0.58993
H -0.95485 -2.78805 -0.17846
*
```

highest occupied orbital energy = -0.052 Eh
gap between HOMO and LUMO = 5.87 eV

Here are the natural (NBO) charges for atoms 1 to 8, given in e: Zn 1.733; S 2.553; O -1.178; O -1.167; O -1.010; O -1.067; S 2.559; O -1.075



(7)
Here is C4H5NOS as an isolated structure in a non-equilibrium geometry from the Open Molecules 2025 dataset. Energies are from wB97M-V/def2-TZVPD.

Geometry as ORCA input:
```
! wB97M-V def2-TZVPD RIJCOSX def2/J DEFGRID3
* xyz 0 1
C -0.96876 -1.31348 -1.02538
C -1.69068 -0.15285 -0.86292
C 0.38916 0.03928 0.64124
C 1.79704 0.34582 1.04190
N 0.12736 -1.49259 -0.36403
O -1.46953 2.10155 0.60996
S -0.72551 1.03756 -0.14947
H -1.46337 -2.04226 -1.80109
H -2.45537 0.31834 -1.54841
H 2.55639 -0.35837 0.65613
H 2.01646 0.11504 2.04157
H 1.88681 1.40196 0.76048
*
```

highest occupied orbital energy (alpha / beta) = -0.328 / -0.326 Eh
gap between HOMO and LUMO (alpha / beta) = 7.52 / 7.21 eV
energy above the lowest of the compared OMol25 structures with the same formula, charge and spin = 587.45 kJ/mol

Here are the natural (NBO) charges for atoms 1 to 8, given in e: C -0.030; C -0.569; C -0.104; C -0.701; N -0.358; O -0.881; S 1.426; H 0.220



(8)
Here is C4H5NOS as an isolated structure in a non-equilibrium geometry from the Open Molecules 2025 dataset. Energies are from wB97M-V/def2-TZVPD.

Geometry as ORCA input:
```
! wB97M-V def2-TZVPD RIJCOSX def2/J DEFGRID3
* xyz 0 1
C -0.28158 -0.09554 1.15517
C -0.19106 0.35170 -0.22325
C -1.22142 1.06728 -0.79133
C 0.95900 0.09023 -1.05147
H 0.90816 -1.40095 2.44254
H 1.22665 -1.34335 0.19674
H -1.01967 0.06382 1.92291
H -0.98404 1.73234 -1.70262
H 0.83044 0.48423 -2.04510
N 0.62755 -1.17756 1.31988
O 1.93479 -0.82061 -0.80767
S -2.78883 1.04842 -0.41580
*
```

highest occupied orbital energy = -0.314 Eh
gap between HOMO and LUMO = 7.87 eV
energy above the lowest of the compared OMol25 structures with the same formula, charge and spin = 315.43 kJ/mol

Here are the natural (NBO) charges for atoms 1 to 8, given in e: C 0.201; C -0.388; C -0.274; C 0.368; H 0.408; H 0.483; H 0.231; H 0.205



(9)
Here is one molecule with the formula C4H5NOS in a non-equilibrium geometry from the Open Molecules 2025 dataset. Energies are from wB97M-V/def2-TZVPD.

Geometry as ORCA input:
```
! wB97M-V def2-TZVPD RIJCOSX def2/J DEFGRID3
* xyz 0 1
C 0.94611 1.72302 -2.23187
C -0.28499 1.15950 -2.27335
C -1.00854 0.30726 -1.33715
N -0.72708 -0.03188 -0.06045
O 0.59550 0.35063 0.33482
C 0.65577 -0.15179 1.58222
S -0.17332 -1.66693 1.90295
H 1.55007 1.82351 -1.31311
H 1.10597 2.37038 -3.18111
H -0.77625 1.18070 -3.17125
H -1.98127 -0.00506 -1.64759
H 1.35012 0.49153 2.17128
*
```

structure (SMILES) = C=C/C=N\OC=S
highest occupied orbital energy = -0.306 Eh
gap between HOMO and LUMO = 7.78 eV
energy above the lowest of the compared OMol25 structures with the same formula, charge and spin = 463.27 kJ/mol

Here are the natural (NBO) charges for atoms 1 to 8, given in e: C -0.314; C -0.286; C 0.032; N -0.103; O -0.397; C 0.095; S -0.074; H 0.224



(10)
Here is one molecule with the formula C4H5NOS in a non-equilibrium geometry from the Open Molecules 2025 dataset. Energies are from wB97M-V/def2-TZVPD.

Geometry as ORCA input:
```
! wB97M-V def2-TZVPD RIJCOSX def2/J DEFGRID3
* xyz 0 1
C -0.67459 -0.06757 -0.47980
C -0.29795 -1.26133 0.00302
C 0.08274 1.14055 -0.36839
C 1.06688 -1.56257 0.47648
N 0.77458 1.48639 0.69413
O 2.05828 -1.38983 -0.19043
S 0.94326 0.71967 2.14089
H -1.63033 0.02603 -0.98361
H -0.97039 -2.10736 -0.02781
H 0.01940 1.86409 -1.16838
H 1.11258 -2.07041 1.45996
H 1.23882 2.39255 0.64554
*
```

highest occupied orbital energy (alpha / beta) = -0.299 / -0.299 Eh
gap between HOMO and LUMO (alpha / beta) = 7.50 / 7.50 eV
energy above the lowest of the compared OMol25 structures with the same formula, charge and spin = 228.64 kJ/mol

Here are the natural (NBO) charges for atoms 1 to 8, given in e: C -0.251; C -0.212; C 0.053; C 0.378; N -0.545; O -0.520; S -0.115; H 0.228



Number 1: E_tot -435.87802 Eh. Number 2: E_tot -435.80642 Eh. Number 3: E_tot -435.92050 Eh. Number 4: E_tot -833.89145 Eh. Number 5: E_tot -909.17673 Eh. Number 6: E_tot -3387.91355 Eh. Number 7: E_tot -683.38417 Eh. Number 8: E_tot -683.48777 Eh. Number 9: E_tot -683.43147 Eh. Number 10: E_tot -683.52083 Eh.